{
  "formula": "C32H33Cl5CrN4O2",
  "method": "ωB97M-V/def2-TZVPD",
  "symbols": ["Cr", "C", "C", "C", "C", "C", "C", "N", "C", "C", "C", "C", "C", "N", "C", "C", "C", "C", "C", "C", "N", "H", "H", "H", "H", "H", "H", "H", "H", "H", "H", "H", "H", "H", "H", "H", "Cl", "C", "C", "C", "Cl", "C", "Cl", "C", "Cl", "C", "Cl", "O", "C", "C", "C", "C", "C", "C", "N", "H", "H", "H", "H", "H", "H", "H", "H", "H", "H", "H", "C", "C", "C", "O", "H", "H", "H", "H", "H", "H", "H"],
  "positions_angstrom": [[-0.436954, -0.345507, 0.280385], [-3.792018, -0.136702, 1.695546], [-2.607563, -0.094325, 2.613980], [-2.829820, 0.261243, 3.940820], [-1.794990, 0.241276, 4.847307], [-0.552039, -0.190614, 4.421416], [-0.376992, -0.523801, 3.094519], [-1.372127, -0.424725, 2.184102], [0.921740, -1.065450, 2.603128], [1.979567, -1.279417, 3.463057], [3.143472, -1.825344, 2.961560], [3.186063, -2.192706, 1.637184], [2.090159, -1.976680, 0.804098], [0.987097, -1.369585, 1.289667], [2.150256, -2.529963, -0.591803], [3.389332, -2.761629, -1.179678], [3.441029, -3.448415, -2.379690], [2.262189, -3.864036, -2.957438], [1.054867, -3.531481, -2.344722], [-0.239587, -3.899848, -3.009803], [1.008378, -2.879641, -1.180951], [-4.702861, -0.088703, 2.287422], [-3.803833, -1.056987, 1.116026], [-3.799051, 0.707233, 1.007056], [-3.829906, 0.534002, 4.247261], [-1.955390, 0.528860, 5.878249], [0.263030, -0.261168, 5.122614], [1.904326, -1.034384, 4.509347], [3.994683, -1.996813, 3.607129], [4.055808, -2.703085, 1.259516], [4.305878, -2.405901, -0.734919], [4.392663, -3.651621, -2.853091], [2.260539, -4.413829, -3.889170], [-0.077736, -4.150715, -4.056850], [-0.948085, -3.076187, -2.946508], [-0.685145, -4.767506, -2.517543], [-1.374667, -3.885163, 0.829815], [-2.267732, -2.876703, -0.255924], [-1.882376, -1.557024, -0.425396], [-2.719412, -0.765776, -1.180425], [-2.323445, 0.943073, -1.047395], [-3.845042, -1.207728, -1.850349], [-4.813040, -0.124042, -2.761737], [-4.165643, -2.559989, -1.726545], [-5.526438, -3.187579, -2.557328], [-3.390364, -3.389782, -0.906985], [-3.819981, -5.042261, -0.724169], [0.368100, 1.408449, 1.380414], [0.863795, 2.531902, 1.176778], [0.630389, 3.676694, 2.125457], [-0.300209, 4.759485, 1.518408], [-0.362045, 4.770763, -0.010441], [0.969133, 5.023651, -0.717949], [2.102052, 4.092115, -0.253733], [1.639435, 2.759647, 0.121788], [1.595485, 4.111012, 2.389395], [0.197036, 3.260952, 3.031939], [0.014828, 5.739375, 1.881570], [-1.310989, 4.595583, 1.893634], [-1.073344, 5.536049, -0.324700], [-0.777487, 3.817196, -0.353320], [1.288173, 6.055295, -0.551332], [0.815329, 4.910559, -1.792166], [2.621582, 4.528725, 0.598648], [2.845845, 3.971347, -1.038543], [1.672704, 1.991527, -0.539675], [0.241680, 1.816158, -2.966137], [0.458525, 0.363137, -2.550704], [1.733183, -0.144154, -3.206257], [0.548717, 0.208641, -1.139396], [-0.011217, 1.857805, -4.026483], [1.155952, 2.398163, -2.828200], [-0.565074, 2.284493, -2.405854], [-0.393328, -0.221308, -2.920739], [2.598994, 0.310115, -2.716128], [1.746843, 0.136482, -4.261123], [1.827042, -1.222750, -3.137968]],
  "forces_ev_per_a": [[0.1, 1.2, -1.3], [0.0, 0.0, 0.0], [0.0, 0.0, -0.1], [0.0, 0.0, 0.1], [0.0, 0.0, 0.0], [0.0, 0.0, 0.1], [0.0, -0.1, -0.1], [-0.1, -0.1, 0.4], [-0.2, 0.1, -0.1], [0.0, 0.0, 0.1], [0.0, 0.0, 0.1], [0.0, -0.1, -0.1], [-0.2, 0.0, 0.0], [0.4, -0.2, 0.1], [0.0, 0.1, 0.0], [0.1, 0.1, 0.0], [0.1, 0.0, 0.0], [0.0, 0.0, 0.0], [0.0, 0.1, 0.0], [0.0, 0.0, 0.1], [-0.1, 0.0, 0.1], [0.0, 0.0, 0.0], [0.0, 0.0, 0.0], [0.0, 0.0, 0.0], [0.0, 0.0, 0.0], [0.0, 0.0, 0.0], [0.0, 0.0, 0.0], [0.0, 0.0, 0.0], [0.0, 0.0, 0.0], [0.0, 0.0, -0.1], [0.0, 0.0, 0.1], [0.0, 0.0, 0.0], [0.0, 0.0, 0.0], [0.0, 0.0, 0.0], [-0.1, 0.1, 0.0], [0.0, 0.0, 0.0], [0.0, 0.0, 0.0], [0.1, 0.0, 0.0], [0.0, -0.1, 0.1], [0.1, -0.1, 0.0], [-0.2, 0.0, -0.1], [0.0, 0.1, 0.0], [0.0, 0.0, 0.0], [0.0, 0.0, 0.0], [0.0, 0.0, 0.0], [0.0, -0.1, 0.0], [0.0, 0.0, 0.0], [-0.4, -0.1, 0.2], [0.2, -0.1, 0.0], [-0.1, 0.0, 0.0], [0.0, 0.0, 0.0], [0.0, 0.0, 0.0], [0.0, -0.1, 0.0], [-0.1, 0.0, 0.0], [0.0, 0.1, -0.2], [0.0, 0.0, 0.0], [0.0, 0.0, 0.0], [0.0, 0.0, 0.0], [0.0, 0.0, 0.0], [0.0, 0.0, 0.0], [0.0, 0.0, 0.0], [0.0, 0.0, 0.0], [0.0, 0.0, 0.0], [0.0, 0.0, 0.0], [0.0, 0.0, 0.0], [0.0, 0.0, -0.1], [0.0, 0.0, 0.2], [-0.3, 0.0, -0.1], [0.0, 0.0, 0.1], [0.3, -0.4, 0.4], [0.0, 0.0, 0.0], [0.0, 0.0, 0.0], [0.0, 0.1, 0.0], [0.0, -0.1, 0.1], [0.0, 0.0, 0.0], [0.0, 0.0, 0.0], [0.0, -0.1, 0.0]],
  "orbital_gap_ev": [7.7, 7.7],
  "s_squared": 0.767,
  "e_above_lowest_ev": 0.0000,
  "charge": 1,
  "spin_multiplicity": 2,
  "largest_force_ev_per_a": 1.734,
  "total_energy_ha": -4954.00462,
  "homo_energy_ev": [-11.14, -11.08]
}